Run A
Molecular formula: CH6N3
Method: DFT, ωB97M-V/def2-TZVPD

ORCA input file:
```
! RIJCOSX wB97M-V def2-TZVPD def2/J DEFGRID3
* xyz 1 1
C 2.09281 0.65617 -0.11202
N 1.06677 0.27504 0.47762
N -0.96424 -0.34946 0.83297
N -1.88222 0.15788 -0.15341
H 1.84674 1.38305 -0.80307
H 3.03679 0.41863 0.31628
H 1.29937 -0.38825 1.16217
H -2.43002 -0.66806 -0.42689
H -1.16352 0.46464 -0.94433
H -2.40442 0.99473 0.21394
*
```

## Properties
HOMO-LUMO gap (spin up / spin down)	8.9 / 9.0	eV
M	60.1	g mol⁻¹
LUMO energy (spin up / spin down)	-0.2197 / -0.2171	hartree
HOMO (spin up / spin down)	-14.92 / -14.90	eV

Mulliken atomic charge list, values in e, 5 entries: -0.155, -0.374, -0.179, -0.223, 0.248



Run B
Molecular formula: CH6N3
Method: DFT, ωB97M-V/def2-TZVPD

ORCA input file:
```
! RIJCOSX wB97M-V def2-TZVPD def2/J DEFGRID3
* xyz 1 1
H 0.56913 0.28241 2.47916
N 0.26299 0.40919 1.45998
N 0.10055 -0.60115 0.70514
C -0.14926 -0.41341 -0.60620
N -0.04652 0.96301 -0.92541
H 0.25427 -1.53835 0.96112
H -1.05145 -1.07468 -1.00379
H 0.59895 -1.00803 -1.06897
H -0.38325 1.33953 -1.90225
H -0.15541 1.64147 -0.09878
*
```

## Properties
HOMO-LUMO gap (spin up / spin down)	7.8 / 7.8	eV
M	60.1	g mol⁻¹
SMILES string	[H]/N=[NH+]/CN
LUMO energy (spin up / spin down)	-0.2439 / -0.2439	hartree
HOMO (spin up / spin down)	-14.48 / -14.48	eV

Mulliken atomic charge list, values in e, 5 entries: 0.330, -0.509, 0.419, -0.245, -0.478



Run C
Molecular formula: CH6N3
Method: DFT, ωB97M-V/def2-TZVPD

ORCA input file:
```
! RIJCOSX wB97M-V def2-TZVPD def2/J DEFGRID3
* xyz 1 1
C -1.61938 -0.48496 0.05239
N 1.30695 -1.29270 0.05840
N 1.21770 0.96703 -0.07557
N 0.77223 -0.21305 -0.00123
H -1.99658 0.26494 -0.72973
H -1.74128 -0.38668 1.11784
H -1.53344 -1.55384 -0.10922
H 2.31793 -1.49006 0.17926
H 0.46137 1.68017 -0.40733
H 2.25440 1.21127 0.00327
*
```

## Properties
HOMO-LUMO gap (spin up / spin down)	8.1 / 8.1	eV
M	60.1	g mol⁻¹
LUMO energy (spin up / spin down)	-0.2490 / -0.2491	hartree
HOMO (spin up / spin down)	-14.86 / -14.86	eV

Mulliken atomic charge list, values in e, 5 entries: -0.330, -0.549, -0.435, 0.492, 0.331



Of them, the most stable is run B and the least stable is run A.



Run A
Molecular formula: C8H10N2SYb
Method: DFT, ωB97M-V/def2-TZVPD

ORCA input file:
```
! RIJCOSX wB97M-V def2-TZVPD def2/J DEFGRID3
* xyz -1 2
C -0.42034 1.19902 -1.90329
C 0.98075 1.36024 -1.68365
C 1.15511 2.23170 -0.56654
C -0.13827 2.60960 -0.09793
C -1.11133 1.96990 -0.92142
Yb 0.02572 -0.22782 0.51293
N -1.54867 -1.54154 0.11461
C -0.34410 -2.44595 -0.25293
C 1.03853 -1.99067 -0.45646
H 2.10826 2.58840 -0.17949
H 1.77455 0.92875 -2.29185
H -0.34464 3.30346 0.71567
H -2.19184 2.08503 -0.84855
H -0.87738 0.62276 -2.70670
H 1.34908 -1.94592 -1.49649
H -0.32307 -3.29022 0.47955
H -2.40885 -2.08690 0.16611
H 1.75879 -2.38903 0.25778
H -0.66932 -2.87727 -1.23094
S -0.03063 -0.00462 5.58677
C 0.07038 -0.03410 3.99727
N 0.14729 -0.06483 2.80555
*
```

## Properties
HOMO-LUMO gap (spin up / spin down)	7.4 / 7.4	eV
M	339.3	g mol⁻¹
LUMO energy (spin up / spin down)	0.1178 / 0.1178	hartree
HOMO (spin up / spin down)	-4.19 / -4.22	eV

Mulliken atomic charge list, values in e, 5 entries: -0.385, -0.471, -0.557, -0.554, -0.471



Run B
Molecular formula: C8H10N2SYb
Method: DFT, ωB97M-V/def2-TZVPD

ORCA input file:
```
! RIJCOSX wB97M-V def2-TZVPD def2/J DEFGRID3
* xyz -1 2
C -1.74517 -0.23796 -1.33979
C -2.14224 0.39655 -0.12938
C -2.04195 -0.55945 0.91895
C -1.59635 -1.78360 0.35430
C -1.39682 -1.57833 -1.03702
Yb 0.62885 0.20923 0.00380
N 0.75082 -1.35735 -3.43927
C 1.79483 1.89983 0.21003
C 0.61641 2.53232 0.49322
H -2.37722 -0.41261 1.94887
H -2.53473 1.40937 -0.03521
H -1.52080 -2.73975 0.87770
H -1.09660 -2.33171 -1.76528
H -1.76613 0.20377 -2.33444
H -0.12660 2.80405 -0.26892
H 2.43742 1.35816 0.95465
H 1.52218 -0.62437 -3.51558
H 0.47529 2.86643 1.52750
H 2.30880 2.07146 -0.75220
S 3.42461 -1.95343 3.49993
C 2.54623 -1.31374 2.35364
N 1.83917 -0.85888 1.47450
*
```

## Properties
HOMO-LUMO gap (spin up / spin down)	5.1 / 3.9	eV
M	339.3	g mol⁻¹
LUMO energy (spin up / spin down)	0.0724 / 0.0695	hartree
HOMO (spin up / spin down)	-3.17 / -2.01	eV

Mulliken atomic charge list, values in e, 5 entries: -0.595, -0.589, -0.477, -0.466, -0.572



Of them, the most stable is run A and the least stable is run B.



Run A
Molecular formula: CHOPS
Method: DFT, ωB97M-V/def2-TZVPD

ORCA input file:
```
! RIJCOSX wB97M-V def2-TZVPD def2/J DEFGRID3
* xyz 0 1
O -0.64708 0.92750 0.95826
C -0.71205 0.29301 -0.10656
P 1.18267 0.17281 -0.59470
S 1.78468 -1.35615 0.35828
H -1.60823 -0.03717 -0.61527
*
```

## Properties
HOMO-LUMO gap	7.4	eV
M	92.1	g mol⁻¹
SMILES string	O=CP=S
LUMO energy	-0.0504	hartree
HOMO	-8.79	eV

Mulliken charges in e: -0.379, 0.027, 0.191, -0.200, 0.361



Run B
Molecular formula: CHOPS
Method: DFT, ωB97M-V/def2-TZVPD

ORCA input file:
```
! RIJCOSX wB97M-V def2-TZVPD def2/J DEFGRID3
* xyz 0 1
O -0.87966 2.03971 0.12037
P -1.22728 0.58689 0.15939
C 0.29836 -0.43345 -0.08526
S 0.23963 -2.02245 0.16310
H 1.56896 -0.17070 -0.35759
*
```

## Properties
HOMO-LUMO gap	7.1	eV
M	92.1	g mol⁻¹
SMILES string	O=PC=S
LUMO energy	-0.0790	hartree
HOMO	-9.21	eV

Mulliken charges in e: -0.418, 0.388, -0.131, -0.121, 0.282



Run C
Molecular formula: CHOPS
Method: DFT, ωB97M-V/def2-TZVPD

ORCA input file:
```
! RIJCOSX wB97M-V def2-TZVPD def2/J DEFGRID3
* xyz 0 1
O -2.27356 -0.49328 1.05856
P -1.50593 -1.65774 0.69888
C 0.01883 -0.95165 -0.00032
S 1.34682 -1.79356 0.31089
H 0.10556 0.24978 -0.31230
*
```

## Properties
HOMO-LUMO gap	7.4	eV
M	92.1	g mol⁻¹
SMILES string	O=PC=S
LUMO energy	-0.0664	hartree
HOMO	-9.24	eV

Mulliken charges in e: -0.400, 0.361, -0.082, -0.155, 0.275



Of them, the most stable is run A and the least stable is run B.



Run A
Molecular formula: C25H41N2O5PSSi
Method: DFT, ωB97M-V/def2-TZVPD

ORCA input file:
```
! RIJCOSX wB97M-V def2-TZVPD def2/J DEFGRID3
* xyz 0 1
C -0.27300 -7.54534 -8.61029
C 0.72539 -6.39343 -8.85832
C 0.60785 -5.20866 -7.87446
C 1.64830 -5.22992 -6.75030
C 1.36025 -6.26602 -5.65395
C 2.04438 -5.91649 -4.32261
C 1.25847 -4.89320 -3.48164
C 2.13758 -3.80171 -2.85759
C 1.36512 -2.84019 -1.93546
C 2.13969 -2.39433 -0.67986
C 2.03492 -0.89445 -0.38089
C 2.28731 -0.54008 1.08286
C 1.94664 0.94210 1.40883
Si 1.00960 1.16769 2.99658
O 1.28160 0.01227 4.11728
P 1.69899 3.10228 3.98014
S 2.37669 2.68729 5.79799
H -0.84781 -7.38521 -7.69668
H 0.23031 -8.51154 -8.53261
H -0.99032 -7.63445 -9.43096
H 0.60015 -6.02655 -9.88044
H 1.74226 -6.79568 -8.79802
H 0.72405 -4.27022 -8.42943
H -0.40093 -5.18973 -7.44991
H 1.71337 -4.23462 -6.29685
H 2.62336 -5.46461 -7.19407
H 0.28175 -6.37087 -5.50094
H 1.72314 -7.24756 -5.98461
H 3.05298 -5.54079 -4.52391
H 2.17153 -6.83737 -3.74245
H 0.71490 -5.41695 -2.68834
H 0.50024 -4.41328 -4.11538
H 2.98160 -4.25917 -2.33246
H 2.57398 -3.22440 -3.68415
H 1.09306 -1.94747 -2.51101
H 0.43418 -3.32363 -1.62737
H 3.19291 -2.66506 -0.79427
H 1.77265 -2.94465 0.19359
H 2.76551 -0.36040 -1.00079
H 1.03560 -0.53750 -0.66061
H 1.71005 -1.21869 1.71784
H 3.34478 -0.69398 1.32227
H 1.35893 1.38584 0.59513
H 2.87067 1.52955 1.46606
H -0.44785 1.27597 2.79473
H 1.86489 0.29861 4.82701
H 2.70989 3.65107 3.17853
H 0.68940 4.06442 3.95996
O -3.63604 6.08105 5.82341
N -3.08530 6.92123 6.50543
O -3.54747 8.01263 6.74478
C -1.77112 6.58402 7.07324
C -1.22134 5.34817 6.78843
C 0.02207 5.03680 7.31347
C 0.68702 5.96104 8.10926
C 0.11217 7.19447 8.38772
C -1.13079 7.51753 7.86668
H -1.75747 4.64364 6.17040
H 0.47855 4.08087 7.09206
H 1.66206 5.71593 8.50918
H 0.63218 7.91013 9.00959
H -1.59471 8.47088 8.06801
O -1.26651 2.87773 0.44240
N -1.67018 3.58393 1.33822
O -0.94502 4.12123 2.15115
C -3.11595 3.80097 1.45636
C -3.95271 3.16748 0.55518
C -5.31728 3.36717 0.67564
C -5.81619 4.18622 1.68104
C -4.95481 4.81279 2.57168
C -3.58673 4.62164 2.46412
H -3.54369 2.53581 -0.21818
H -5.99118 2.88111 -0.01589
H -6.88373 4.33566 1.77191
H -5.33951 5.44992 3.35538
H -2.90534 5.10105 3.15121
*
```

## Properties
HOMO-LUMO gap	7.8	eV
M	540.7	g mol⁻¹
SMILES string	CCCCCCCCCCCCC[Si@@H](O)[PH2]=S.O=[N+]([O-])c1ccccc1.O=[N+]([O-])c1ccccc1
LUMO energy	-0.0271	hartree
HOMO	-8.56	eV

Mulliken atomic charge list, values in e, 5 entries: -1.124, -0.413, -1.000, -0.467, -0.672



Run B
Molecular formula: C25H41N2O5PSSi
Method: DFT, ωB97M-V/def2-TZVPD

ORCA input file:
```
! RIJCOSX wB97M-V def2-TZVPD def2/J DEFGRID3
* xyz 0 1
C 11.11746 1.67990 0.17941
C 10.54656 1.44211 -1.23944
C 9.07589 0.99863 -1.24373
C 8.11281 2.10929 -1.65701
C 7.77790 3.09250 -0.53236
C 6.46316 3.82594 -0.79949
C 5.24566 3.09212 -0.21422
C 4.05254 3.07921 -1.15018
C 2.82076 2.38946 -0.54062
C 1.47258 3.03929 -0.92114
C 0.44889 1.98097 -1.36138
C -1.00321 2.37997 -1.14221
C -1.92318 1.12335 -1.36298
Si -3.26787 0.93728 -0.07684
O -3.68182 2.34323 0.67798
P -5.08558 0.08744 -1.12213
S -6.62076 1.30731 -0.84821
H 10.36579 1.56904 0.95280
H 11.58547 2.65605 0.24113
H 11.90057 0.95815 0.39083
H 11.16449 0.70141 -1.73203
H 10.64521 2.36656 -1.79964
H 8.99852 0.21869 -2.00030
H 8.81148 0.53146 -0.29850
H 7.18652 1.65003 -2.00055
H 8.58922 2.66543 -2.45540
H 7.78776 2.64003 0.45614
H 8.55044 3.86167 -0.53335
H 6.35406 4.04732 -1.85889
H 6.54387 4.78642 -0.29402
H 4.96491 3.56291 0.72621
H 5.54818 2.07090 0.00849
H 3.84736 4.07277 -1.54211
H 4.36599 2.47604 -2.00280
H 2.80760 1.36770 -0.89943
H 2.92294 2.39528 0.54141
H 1.58178 3.76152 -1.72741
H 1.10187 3.58332 -0.05617
H 0.59555 1.80515 -2.42370
H 0.62730 1.06791 -0.80262
H -1.18054 2.74834 -0.13728
H -1.34114 3.10577 -1.87036
H -1.31247 0.22740 -1.40543
H -2.39413 1.21446 -2.34030
H -2.92513 -0.03925 0.97240
H -4.51213 2.71248 0.32055
H -4.80295 0.04061 -2.50473
H -5.34719 -1.21901 -0.70818
O -7.54692 -4.67569 2.22431
N -8.62623 -4.70180 1.65366
O -9.33846 -5.68342 1.58092
C -9.09017 -3.46421 1.01450
C -8.28488 -2.33725 1.05342
C -8.72074 -1.17758 0.43151
C -9.94997 -1.16094 -0.21408
C -10.74827 -2.29707 -0.23625
C -10.31921 -3.45991 0.38077
H -7.33001 -2.35549 1.55899
H -8.10287 -0.28375 0.44235
H -10.28492 -0.25619 -0.70443
H -11.70597 -2.27819 -0.73812
H -10.93627 -4.34585 0.36345
O -1.59543 -2.29327 0.16042
N -2.65875 -2.79857 0.46069
O -3.71273 -2.55406 -0.11540
C -2.67753 -3.74846 1.57760
C -1.49777 -4.00170 2.25609
C -1.51760 -4.88269 3.32306
C -2.70604 -5.49831 3.69496
C -3.87882 -5.23895 2.99817
C -3.86892 -4.35720 1.93069
H -0.57602 -3.52102 1.96379
H -0.60593 -5.08764 3.86709
H -2.71843 -6.18278 4.53297
H -4.80318 -5.71838 3.28504
H -4.78094 -4.15417 1.39168
*
```

## Properties
HOMO-LUMO gap	7.6	eV
M	540.7	g mol⁻¹
SMILES string	CCCCCCCCCCCCC[Si@@H](O)[PH2]=S.O=[N+]([O-])c1ccccc1.O=[N+]([O-])c1ccccc1
LUMO energy	-0.0323	hartree
HOMO	-8.45	eV

Mulliken atomic charge list, values in e, 5 entries: -1.159, -0.432, -1.022, -0.535, -0.732



Of them, the most stable is run A and the least stable is run B.